{
  "formula": "C4H10S2",
  "method": "the ωB97M-V functional and the def2-TZVPD basis",
  "symbols": ["C", "C", "C", "S", "C", "S", "H", "H", "H", "H", "H", "H", "H", "H", "H", "H"],
  "positions_angstrom": [[-1.36763, 1.84558, -0.16401], [-0.19799, 0.86985, 0.24533], [-0.33628, -0.50560, -0.31957], [-1.64397, -1.64545, -0.09951], [1.10915, -1.34400, 0.00251], [2.59294, -0.17735, -0.11090], [-1.05905, 2.90317, -0.46896], [-1.98078, 2.05994, 0.77367], [-2.00954, 1.49687, -0.96430], [0.64506, 1.49559, 0.05181], [-0.19116, 0.68911, 1.32641], [-0.24607, -0.39833, -1.39333], [-1.08759, -2.26335, 1.01205], [1.28472, -2.11213, -0.84795], [1.00027, -1.70618, 1.03670], [3.48793, -1.20772, -0.07992]],
  "forces_ev_per_a": [[-0.371, 1.489, 1.887], [-2.762, 1.121, 1.379], [5.142, -0.873, -1.792], [-0.447, -0.664, 1.519], [-1.066, 1.018, -1.681], [-0.458, -1.264, 0.174], [0.167, -1.561, 0.279], [0.326, -0.473, -1.388], [-0.128, -0.350, 0.018], [1.272, -0.728, -0.614], [-0.153, 0.622, 0.162], [-0.257, -0.013, -0.519], [-0.673, 0.452, -0.757], [-0.601, 0.971, 1.957], [0.342, -0.287, -0.580], [-0.333, 0.540, -0.044]],
  "lowdin_charge": [-0.10, -0.34, -0.80, 0.76, -0.51, 0.64, 0.08, 0.08, 0.05, 0.05, 0.11, 0.08, -0.10, 0.09, 0.04, -0.15],
  "e_above_lowest_kj_mol": 162.3,
  "smiles": "CC[C@H](S)CS"
}


{
  "formula": "C4H10S2Si",
  "method": "the ωB97M-V functional and the def2-TZVPD basis",
  "symbols": ["C", "C", "C", "C", "Si", "S", "S", "H", "H", "H", "H", "H", "H", "H", "H", "H", "H"],
  "positions_angstrom": [[-0.53775, -1.29326, -2.53345], [0.79290, 1.20991, -0.76121], [-1.48120, 0.82361, 1.33433], [1.20492, -0.84449, 1.57855], [-0.05886, -0.03195, 0.40359], [-0.90489, -2.25231, -3.75756], [-1.02135, -1.66419, -0.74396], [0.00687, -0.37178, -2.61584], [1.60247, 0.76304, -1.33518], [0.09387, 1.66408, -1.46011], [1.22479, 2.01390, -0.17107], [-2.13600, 0.09982, 1.81192], [-1.09596, 1.48335, 2.10673], [-2.09008, 1.42288, 0.66183], [2.22589, -0.66484, 1.25224], [1.10953, -0.43838, 2.58207], [1.06486, -1.91938, 1.64713]],
  "forces_ev_per_a": [[0.194, 1.363, 4.116], [-0.284, -0.472, 0.284], [0.543, -0.314, -0.256], [-0.464, 0.336, -0.251], [-0.022, 0.045, -0.213], [-0.631, -1.600, -1.869], [0.519, 0.472, -1.627], [0.131, 0.167, -0.319], [0.063, -0.127, 0.003], [-0.146, 0.013, -0.033], [0.057, 0.119, 0.183], [-0.044, -0.150, 0.059], [0.126, 0.113, 0.153], [-0.016, -0.005, -0.178], [0.103, 0.038, -0.151], [-0.030, 0.113, 0.163], [-0.100, -0.111, -0.065]],
  "lowdin_charge": [-1.10, -0.22, -0.22, -0.21, 0.33, 0.69, 0.54, -0.04, 0.03, 0.03, 0.03, 0.02, 0.02, 0.03, 0.02, 0.02, 0.02],
  "multiplicity": 3,
  "s2": 2.01
}


{
  "formula": "C4H10SSi",
  "method": "the ωB97M-V functional and the def2-TZVPD basis",
  "symbols": ["C", "C", "C", "C", "Si", "S", "H", "H", "H", "H", "H", "H", "H", "H", "H", "H"],
  "positions_angstrom": [[-0.49897, 0.73842, -1.10930], [-1.16977, -0.68383, -0.67374], [-0.14940, 1.41288, 0.26239], [-0.32878, -1.33664, 0.44550], [0.92088, -0.07803, 0.89535], [2.48300, -0.15730, -0.62341], [0.35129, 0.59207, -1.76746], [-1.14198, 1.45923, -1.64238], [-2.00299, -0.33534, -0.14939], [-1.45838, -1.34182, -1.47446], [0.19584, 2.40569, 0.03273], [-1.07254, 1.46999, 0.82365], [-1.08151, -1.65685, 1.24401], [0.12297, -2.15777, -0.02432], [1.33555, -0.51714, 3.61903], [3.49479, 0.18643, 0.14179]],
  "forces_ev_per_a": [[-1.005, -0.978, 0.691], [1.383, 2.553, -0.388], [0.528, -1.233, -0.785], [-2.071, -0.331, 0.391], [0.117, 1.529, 0.734], [-0.287, -0.450, 0.133], [0.241, 0.037, 0.126], [-0.288, -0.737, 0.096], [-1.911, 0.312, 0.308], [0.064, -0.183, -0.323], [0.639, 0.301, 0.503], [-0.243, 0.123, 0.294], [1.539, 0.194, -0.812], [0.860, -1.600, 0.024], [-0.111, 0.300, -1.489], [0.543, 0.162, 0.499]],
  "lowdin_charge": [-0.28, -0.23, -0.31, -0.37, 0.39, 0.45, 0.03, 0.11, 0.07, 0.10, 0.06, 0.06, 0.10, 0.04, 0.01, -0.23],
  "e_above_lowest_kj_mol": 360.6
}


{
  "formula": "C4H10SSi",
  "method": "the ωB97M-V functional and the def2-TZVPD basis",
  "symbols": ["S", "Si", "C", "C", "C", "C", "H", "H", "H", "H", "H", "H", "H", "H", "H", "H"],
  "positions_angstrom": [[3.01738, -0.38881, -0.00054], [1.03133, -0.41282, 0.86597], [0.32939, 1.29005, 0.39078], [-1.12674, 1.06156, 0.08436], [-1.14456, -0.15352, -0.83307], [-0.41348, -1.35819, -0.18826], [3.24339, -1.58275, -0.52048], [0.86331, -0.73926, 2.27628], [0.79095, 1.72333, -0.51981], [0.42288, 2.10301, 1.10716], [-1.67987, 1.90378, -0.34653], [-1.70168, 0.84411, 1.03781], [-2.14669, -0.50776, -1.16427], [-0.36004, 0.10321, -1.58947], [-1.02529, -1.82108, 0.45694], [-0.10029, -2.06486, -1.05686]],
  "forces_ev_per_a": [[0.048, 0.669, 0.394], [-1.470, -0.361, -2.373], [0.570, 1.300, 0.147], [-1.704, -0.956, 1.066], [0.982, -0.601, -0.222], [3.450, 1.594, -2.646], [-0.305, -0.623, 0.073], [0.324, -0.061, 0.392], [0.128, -0.593, 0.326], [0.220, -0.097, 0.421], [0.458, 0.064, -0.125], [0.561, 0.047, -0.803], [0.759, 0.681, -0.330], [-1.552, 0.028, -0.542], [-2.155, -2.088, 2.418], [-0.314, 0.998, 1.804]],
  "lowdin_charge": [0.41, 0.41, -0.36, -0.31, -0.29, -0.27, -0.23, -0.05, 0.08, 0.07, 0.11, 0.12, 0.12, 0.11, 0.00, 0.10],
  "e_above_lowest_kj_mol": 19.8,
  "smiles": "S[SiH]1CCCC1"
}


{
  "formula": "C4H11AlAs2F14N2O5S2",
  "method": "the ωB97M-V functional and the def2-TZVPD basis",
  "symbols": ["Al", "As", "F", "F", "F", "F", "F", "F", "As", "F", "F", "F", "F", "F", "F", "N", "S", "O", "O", "F", "S", "O", "O", "F", "C", "C", "C", "O", "C", "N", "H", "H", "H", "H", "H", "H", "H", "H", "H", "H", "H"],
  "positions_angstrom": [[-1.14160, -2.21279, -0.96574], [-0.63177, -0.35149, -7.63796], [-1.13500, -0.88501, -5.99676], [-1.07986, 1.34179, -7.19154], [-0.09904, 0.17293, -9.26040], [-0.08940, -2.01524, -8.09288], [-2.29713, -0.61675, -8.21267], [0.92828, -0.15851, -6.91499], [-3.10719, -5.24106, 4.98563], [-3.92775, -6.59188, 4.16629], [-4.52287, -4.15319, 5.05015], [-2.27395, -4.03405, 5.97058], [-1.58650, -6.24185, 4.78722], [-2.62616, -4.41106, 3.43872], [-3.59277, -5.94950, 6.54489], [2.95610, -1.67510, 1.24095], [3.39097, -1.57745, 2.74239], [3.26793, -0.25554, 3.32647], [4.33267, -2.56487, 3.31304], [1.98990, -2.25243, 3.29919], [4.50220, -1.09762, 0.73919], [5.52442, -2.10118, 0.47901], [4.89788, 0.24515, 1.13241], [4.02474, -0.73543, -0.76121], [0.45992, 4.57576, -0.99290], [0.19518, 3.17157, -0.48338], [-0.84398, 3.25775, 0.60874], [-0.90536, 1.91551, 1.14590], [-1.53788, 1.94284, 2.47735], [-0.07842, 2.28239, -1.58804], [-0.38461, 4.90714, -1.59711], [1.40412, 4.57136, -1.53749], [0.57358, 5.21830, -0.11979], [1.06555, 2.76740, 0.03355], [-1.86138, 3.54296, 0.34109], [-0.51679, 4.02646, 1.30884], [-1.88279, 1.02299, 2.94959], [-2.43436, 2.55871, 2.40580], [-0.96510, 2.48205, 3.23186], [-0.74653, 2.69017, -2.22636], [0.75486, 2.42886, -2.13966]],
  "forces_ev_per_a": [[-0.065, -0.080, -0.069], [-0.637, -0.298, -0.628], [-0.105, 0.078, -0.875], [0.482, -1.464, -0.405], [-0.494, -0.233, 1.604], [-0.996, 1.346, 0.528], [1.585, 0.079, 0.464], [0.172, 0.509, -0.329], [0.183, -0.425, 0.340], [0.406, 1.616, 0.374], [0.873, -1.183, -0.463], [0.165, -0.541, -0.966], [-1.528, 1.283, 0.574], [-0.477, -0.744, 1.258], [0.482, 0.178, -1.335], [3.423, 1.125, -0.972], [-4.421, -3.572, 8.963], [0.885, -1.079, -1.273], [-0.974, 2.800, -2.360], [1.497, 0.836, -0.969], [3.117, 2.135, -7.133], [-2.370, 1.078, 1.604], [-0.917, -2.409, 0.996], [-0.359, -0.836, 1.106], [0.508, 0.519, 0.077], [-0.551, -0.539, 0.946], [-0.286, -1.429, -0.024], [-0.629, 0.578, 2.099], [-0.551, 0.995, -0.430], [0.533, 1.184, -0.131], [0.198, 0.158, -0.090], [-0.210, 0.260, -0.244], [0.042, 0.231, -0.177], [0.289, 0.111, -0.126], [-0.106, 0.038, -0.622], [0.098, -0.371, 0.554], [0.674, -0.579, -0.899], [-0.247, 0.079, -0.286], [0.750, -0.055, -0.207], [-1.110, -0.220, 0.018], [0.672, -1.159, -0.492]],
  "lowdin_charge": [0.98, 0.85, -0.32, -0.30, -0.27, -0.28, -0.28, -0.28, 0.89, -0.27, -0.28, -0.27, -0.28, -0.32, -0.26, -0.08, 0.53, -0.15, -0.14, -0.19, 0.60, -0.17, -0.19, -0.18, -0.02, -0.42, -0.17, -0.12, -0.03, 0.17, 0.10, 0.10, 0.09, 0.16, 0.15, 0.14, 0.10, 0.09, 0.10, 0.11, 0.11],
  "e_above_lowest_kj_mol": 903.0
}


{
  "formula": "C4H11AlAsF8N2O5S2",
  "method": "the ωB97M-V functional and the def2-TZVPD basis",
  "symbols": ["Al", "As", "F", "F", "F", "F", "F", "F", "N", "S", "O", "O", "F", "S", "O", "O", "F", "C", "C", "C", "O", "C", "N", "H", "H", "H", "H", "H", "H", "H", "H", "H", "H", "H"],
  "positions_angstrom": [[0.29545, 0.81238, -0.14980], [-1.64509, -0.27020, 3.76032], [-3.16415, -0.78911, 3.09922], [-1.06594, -1.89186, 3.60754], [-0.09414, 0.26919, 4.28864], [-2.24263, 1.34885, 3.85596], [-2.17227, -0.51630, 5.36786], [-1.13393, 0.07366, 2.05318], [-0.09424, 3.30537, -1.17695], [-1.30156, 4.07003, -1.89451], [-1.29649, 4.02097, -3.30898], [-1.74586, 5.24920, -1.24756], [-2.37441, 2.98160, -1.48924], [1.08395, 4.53055, -1.33199], [1.46936, 4.94484, -0.04550], [1.04379, 5.37197, -2.44280], [2.19877, 3.46030, -1.69219], [2.44165, -2.53737, -1.93164], [1.31418, -1.75633, -1.20964], [0.37900, -2.67220, -0.44887], [-0.52432, -1.82870, 0.15234], [-1.79305, -2.37380, 0.51585], [1.92171, -0.76986, -0.30884], [3.09384, -3.19931, -1.36271], [3.12194, -1.83335, -2.41719], [1.97035, -3.08312, -2.75148], [0.80194, -1.31641, -2.06889], [0.85614, -3.20055, 0.38658], [-0.05236, -3.40512, -1.13298], [-2.43669, -2.50168, -0.36264], [-2.35719, -1.78967, 1.23630], [-1.61692, -3.35517, 0.96779], [2.59608, -1.21291, 0.32080], [2.52309, -0.13589, -0.83801]],
  "forces_ev_per_a": [[-0.759, -1.288, 1.162], [-1.277, 0.500, 2.611], [0.325, 0.021, -0.336], [0.269, 0.148, -0.474], [0.188, -0.139, -0.530], [0.275, -0.074, -0.639], [0.134, -0.382, -0.143], [1.223, 0.706, -2.213], [1.104, 0.780, 1.504], [-5.431, -1.740, -2.308], [0.649, -0.125, 0.146], [1.236, 0.170, 0.718], [0.190, -0.063, 0.153], [4.079, -2.030, 1.453], [-0.631, 0.393, 0.644], [-1.024, 0.526, -0.804], [0.169, -0.268, -0.198], [0.081, 0.340, -0.492], [1.617, -2.149, -0.907], [0.502, -0.145, -0.029], [-1.039, 2.534, 0.427], [-1.109, -1.030, -0.110], [-0.800, 2.624, -0.661], [-0.452, -0.090, 0.419], [-0.099, 0.129, -0.038], [0.120, -0.235, 0.155], [-0.465, 0.712, 0.484], [0.503, -0.192, -0.336], [-0.192, 0.075, -0.024], [0.324, -0.048, -0.096], [0.603, 0.447, 0.036], [0.040, 0.065, -0.034], [-0.627, 0.087, 0.834], [0.275, -0.259, -0.373]],
  "lowdin_charge": [1.48, 0.72, -0.23, -0.23, -0.24, -0.23, -0.21, -0.33, -0.28, 0.46, -0.19, -0.13, -0.17, 0.52, -0.18, -0.16, -0.19, -0.01, -0.40, -0.18, -0.23, -0.02, 0.08, 0.10, 0.09, 0.11, 0.15, 0.17, 0.16, 0.12, 0.07, 0.12, 0.16, 0.11],
  "e_above_lowest_kj_mol": 0.0,
  "charge": 1
}


For each record above, in turn, the calculated total energy values are -954.7218 -1244.2147 -845.9528 -846.0826 -7552.8257 -4717.7938 Ha.
For each record above, in turn, the calculated maximum force values are 5.51 4.34 2.93 4.63 10.61 6.15 eV/Å.